(one)
C7H15N | ωB97M-V/def2-TZVPD

Each atom is followed by the atoms it is bonded to, with distances in Å.
Element x y z (Å)
1 C 1.3803 1.4088 0.4232  C2 1.523, H9 1.088, H10 1.090, H11 1.086
2 C 0.9501 0.5154 -0.7327  C1 1.523, N3 1.448, C4 1.696, H12 1.095
3 N 2.1370 0.0918 -1.4461  C2 1.448, H13 1.014, H14 1.013
4 C 0.0734 -0.8425 -0.2181  C2 1.696, C5 1.522, C6 1.511, H15 1.100
5 C 0.5068 -1.3984 1.1312  C4 1.522, H16 1.090, H17 1.090, H18 1.087
6 C -1.4102 -0.5730 -0.3110  C4 1.511, C7 1.488, C8 1.488, H19 1.088
7 C -1.9691 0.7744 -0.6031  C6 1.488, C8 1.627, H20 1.082, H21 1.078
8 C -2.2323 -0.0136 0.7954  C6 1.488, C7 1.627, H22 1.079, H23 1.081
9 H 2.0023 0.8638 1.1298  C1 1.088
10 H 1.9777 2.2299 0.0277  C1 1.090
11 H 0.5155 1.8057 0.9468  C1 1.086
12 H 0.4123 1.1417 -1.4514  C2 1.095
13 H 2.7132 -0.5084 -0.8671  N3 1.014
14 H 1.8946 -0.4083 -2.2935  N3 1.013
15 H 0.2921 -1.6186 -0.9661  C4 1.100
16 H 0.0002 -2.3416 1.3350  C5 1.090
17 H 1.5810 -1.5820 1.1441  C5 1.090
18 H 0.2583 -0.7135 1.9384  C5 1.087
19 H -1.8952 -1.3781 -0.8582  C6 1.088
20 H -2.8074 0.8496 -1.2824  C7 1.082
21 H -1.4298 1.7006 -0.4863  C7 1.078
22 H -1.7500 0.4441 1.6451  C8 1.079
23 H -3.2009 -0.4480 0.9991  C8 1.081

Its structure (SMILES) is C[C@@H](N)[C@@H](C)C1CC1. As for the orbital gap: 9.89 eV. The multiplicity is 1. Its LUMO energy is 0.0411 hartree.


(two)
C7H15N | ωB97M-V/def2-TZVPD

Each atom is followed by the atoms it is bonded to, with distances in Å.
Element x y z (Å)
1 C -0.9038 -1.8160 3.2993  C2 1.323, H9 1.097, H10 1.083
2 C -0.4771 -2.3500 2.1664  C1 1.323, C3 1.506, H11 1.089
3 C -0.9389 -1.8198 0.8346  C2 1.506, C4 1.558, H12 1.100, H13 1.094
4 C -0.2981 -0.4599 0.4256  C3 1.558, N5 1.441, H14 1.097, H15 1.098
5 N 0.1539 -0.4430 -0.9421  C4 1.441, C6 1.477, H16 1.016
6 C -0.2676 0.6561 -1.8349  N5 1.477, C7 1.541, H17 1.096, H18 1.096
7 C 0.3144 2.0796 -1.7310  C6 1.541, C8 1.535, H19 1.096, H20 1.091
8 C 1.8074 2.2379 -1.4113  C7 1.535, H21 1.089, H22 1.083, H23 1.102
9 H -1.3361 -0.8109 3.2223  C1 1.097
10 H -0.7452 -2.0662 4.3405  C1 1.083
11 H 0.0553 -3.2982 2.2185  C2 1.089
12 H -2.0314 -1.7605 0.7228  C3 1.100
13 H -0.8034 -2.5942 0.0743  C3 1.094
14 H -1.0260 0.3120 0.7027  C4 1.097
15 H 0.4883 -0.1972 1.1454  C4 1.098
16 H 1.1662 -0.4792 -1.0193  N5 1.016
17 H -0.0490 0.1820 -2.7988  C6 1.096
18 H -1.3385 0.8744 -1.7573  C6 1.096
19 H 0.1027 2.4669 -2.7347  C7 1.096
20 H -0.3394 2.6337 -1.0554  C7 1.091
21 H 2.4964 1.8798 -2.1748  C8 1.089
22 H 2.0108 3.2552 -1.1014  C8 1.083
23 H 1.9591 1.5177 -0.5912  C8 1.102

Its structure (SMILES) is C=CCCNCCC. As for the orbital gap: 9.68 eV. The multiplicity is 1. Its LUMO energy is 0.0389 hartree.


(three)
C7H15N | ωB97M-V/def2-TZVPD

Each atom is followed by the atoms it is bonded to, with distances in Å.
Element x y z (Å)
1 C -0.7731 1.2555 -1.9145  C2 1.464, H6 1.089, H7 1.093, H8 1.089
2 C -1.0773 0.1384 -1.0192  C1 1.464, C3 1.339, N5 1.439
3 C -1.6182 -0.4163 0.0729  C2 1.339, C4 1.472, N5 1.497
4 C -2.8657 -0.4912 0.8511  C3 1.472, H9 1.090, H10 1.090, H11 1.091
5 N -1.0159 -1.2982 -0.9765  C2 1.439, C3 1.497, H12 1.026
6 H -0.1336 0.9319 -2.7342  C1 1.089
7 H -1.7049 1.6562 -2.3213  C1 1.093
8 H -0.2752 2.0556 -1.3681  C1 1.089
9 H -2.9286 -1.4294 1.4019  C4 1.090
10 H -2.9037 0.3368 1.5587  C4 1.090
11 H -3.7302 -0.4147 0.1901  C4 1.091
12 H -1.5007 -1.8179 -1.7170  N5 1.026
13 C 2.0940 -0.9424 -0.1739  C14 1.523, H16 1.088, H17 1.088, H18 1.091
14 C 1.4817 0.3214 0.4147  C13 1.523, C15 1.522, H19 1.138, H20 1.094
15 C 1.9392 0.5957 1.8406  C14 1.522, H21 1.090, H22 1.091, H23 1.090
16 H 1.7870 -1.8110 0.4049  C13 1.088
17 H 1.7737 -1.0819 -1.2044  C13 1.088
18 H 3.1834 -0.8913 -0.1816  C13 1.091
19 H 0.3605 0.1372 0.4812  C14 1.138
20 H 1.7498 1.1741 -0.2153  C14 1.094
21 H 1.6853 -0.2466 2.4839  C15 1.090
22 H 3.0183 0.7490 1.8922  C15 1.091
23 H 1.4543 1.4891 2.2339  C15 1.090

Its structure (SMILES) is CC1=C(C)N1.CCC. As for the orbital gap: 7.70 eV. The multiplicity is 1. Its LUMO energy is 0.0283 hartree.


Order of stability, best first: (one), (two), (three)